[1]
ORCA calculation (ωB97M-V/def2-TZVPD) on a molecular structure, C36H43GeMoN5O9S2 in a non-equilibrium geometry.

The spin multiplicity is 4. The charge is +1. The calculation puts the energy relative to the best compared isomer or geometry (same formula, charge and spin) at 0.347 eV. The frontier orbital gap (alpha / beta) comes out at 7.33 / 6.27 eV. Its electronic energy is -143947.755 eV.

XYZ file:
```
97
Properties=species:S:1:pos:R:3:mulliken_charge:R:1
Mo -0.82 -1.11 -1.13 0.06
C 3.16 -1.45 -1.31 -1.24
C 2.10 -2.51 -1.04 1.36
C 1.93 -3.45 -2.23 -1.54
C 2.40 -3.26 0.25 -1.36
O 0.84 -1.85 -0.82 0.25
Ge 0.93 0.91 1.10 0.81
O 0.66 0.51 2.78 -0.17
C 1.11 1.14 4.01 1.79
C 2.63 1.15 4.05 -1.37
C 0.53 2.55 4.08 -1.49
C 0.54 0.27 5.12 -1.71
O 1.70 2.49 1.09 0.50
C 2.70 3.13 0.24 1.86
C 3.44 4.07 1.18 -1.80
C 3.63 2.07 -0.33 -1.48
C 2.03 3.91 -0.88 -1.53
H 4.07 -1.92 -1.69 0.55
H 3.41 -0.91 -0.40 0.22
H 2.82 -0.73 -2.06 0.19
H 2.89 -3.89 -2.50 0.47
H 1.55 -2.90 -3.09 0.25
H 1.24 -4.25 -1.98 0.29
H 3.38 -3.73 0.17 0.42
H 1.66 -4.04 0.42 0.37
H 2.41 -2.58 1.10 0.17
H 3.03 1.75 3.24 -0.01
H 3.01 0.13 3.96 0.28
H 2.98 1.57 4.99 0.50
H 0.89 3.16 3.26 0.09
H 0.82 3.02 5.02 0.56
H -0.56 2.51 4.04 0.26
H 0.91 -0.75 5.04 0.35
H -0.55 0.26 5.05 0.24
H 0.82 0.67 6.09 0.49
H 3.92 3.52 1.98 0.35
H 2.76 4.80 1.61 0.41
H 4.21 4.61 0.62 0.45
H 4.40 2.54 -0.95 0.54
H 3.08 1.37 -0.95 0.05
H 4.13 1.53 0.48 0.32
H 1.29 4.60 -0.47 0.35
H 1.55 3.25 -1.60 0.09
H 2.78 4.49 -1.41 0.55
C -2.24 3.60 0.25 -0.60
C -3.36 3.16 0.94 -0.83
C -3.32 1.93 1.56 -0.38
C -2.16 1.14 1.48 -0.15
N -1.06 1.59 0.83 0.86
C -1.14 2.80 0.22 -0.16
N -2.23 -0.04 2.18 -0.23
C -1.83 -1.21 1.91 -0.49
N -1.53 -1.80 0.66 0.37
C -1.28 -3.16 0.87 -0.01
N -1.16 -4.12 0.03 -0.26
C -1.48 -4.01 -1.31 0.22
C -1.67 -5.21 -2.00 -0.67
C -2.12 -5.18 -3.30 -0.32
C -2.39 -3.95 -3.90 -1.08
C -2.14 -2.80 -3.19 -0.23
N -1.67 -2.83 -1.93 0.70
C -1.31 -3.42 2.32 0.33
C -1.10 -4.59 3.03 -0.30
C -1.32 -4.54 4.40 -0.76
C -1.76 -3.37 5.02 -0.86
C -1.97 -2.21 4.30 0.00
C -1.72 -2.26 2.94 0.31
H -2.22 4.55 -0.27 0.55
H -4.26 3.76 0.99 0.44
H -4.15 1.54 2.11 0.61
H -0.24 3.11 -0.29 -0.12
H -1.49 -6.13 -1.47 0.55
H -2.28 -6.10 -3.85 0.46
H -2.77 -3.87 -4.91 0.50
H -2.32 -1.82 -3.62 0.36
H -0.79 -5.50 2.53 0.57
H -1.16 -5.43 5.00 0.44
H -1.94 -3.37 6.09 0.45
H -2.34 -1.30 4.76 0.59
O -0.06 -0.68 -3.17 -0.35
S 0.46 0.70 -2.98 1.78
O 1.80 0.92 -3.43 -0.72
O 0.25 0.98 -1.53 -0.56
C -0.62 1.78 -3.88 0.38
C 0.01 2.56 -4.84 -0.62
C -0.73 3.44 -5.62 -0.74
C -2.09 3.55 -5.42 -0.75
C -2.72 2.77 -4.46 -1.13
C -2.00 1.87 -3.68 -0.31
S -3.13 0.92 -2.65 1.28
O -3.89 0.12 -3.57 -0.69
O -3.81 1.86 -1.82 -0.62
O -2.30 0.01 -1.78 -0.54
H 1.08 2.47 -4.97 0.61
H -0.23 4.04 -6.37 0.44
H -2.68 4.23 -6.02 0.43
H -3.79 2.85 -4.32 0.53
```

[2]
ORCA calculation (ωB97M-V/def2-TZVPD) on a molecular structure, C36H44BCl2F4IrN3O3P in a non-equilibrium geometry.

The spin multiplicity is 2. The charge is +1. The calculation puts the energy relative to the best compared isomer or geometry (same formula, charge and spin) at 2.992 eV. The frontier orbital gap (alpha / beta) comes out at 5.58 / 4.16 eV. Its electronic energy is -97379.796 eV.

XYZ file:
```
95
Properties=species:S:1:pos:R:3:mulliken_charge:R:1
Ir -0.76 0.26 -0.16 4.94
Cl -4.52 -2.42 -2.67 -0.24
C -4.65 -1.78 -1.10 0.55
C -5.78 -2.01 -0.34 -0.57
C -5.90 -1.51 0.95 0.86
Cl -7.30 -1.86 1.86 -0.26
C -4.86 -0.71 1.51 -0.03
C -4.91 -0.16 2.80 -0.94
C -3.85 0.59 3.25 -1.38
C -2.74 0.76 2.42 -0.32
N -2.67 0.24 1.22 -0.01
C -3.70 -0.47 0.74 0.03
C -3.54 -1.02 -0.59 -0.58
O -2.47 -0.89 -1.22 -0.38
H -6.58 -2.62 -0.74 0.50
H -5.78 -0.33 3.43 0.47
H -3.86 1.05 4.23 0.54
H -1.87 1.30 2.78 0.43
C -0.80 -1.26 -4.01 -1.34
C -0.07 0.07 -3.90 0.75
C 0.83 0.31 -5.11 -1.41
P 0.76 0.16 -2.23 -0.52
C 2.17 1.37 -2.43 0.66
C 1.59 2.77 -2.65 -1.31
C 3.04 1.34 -1.18 -1.49
C 1.64 -1.42 -1.95 -0.62
C 2.54 -1.99 -2.82 0.05
C 3.18 -3.20 -2.54 0.55
C 4.15 -3.81 -3.50 -1.66
C 2.89 -3.84 -1.33 -1.24
C 2.00 -3.30 -0.43 -0.26
C 1.35 -2.07 -0.71 0.11
N 0.50 -1.51 0.13 0.59
C 0.15 -1.91 1.41 -0.95
C -0.94 -2.78 1.64 1.27
C -1.65 -3.43 0.49 -1.76
C -1.29 -3.08 2.94 -0.94
C -0.62 -2.52 4.03 0.68
C -1.02 -2.85 5.43 -1.72
C 0.47 -1.69 3.79 -1.01
C 0.89 -1.39 2.51 1.27
C 2.11 -0.57 2.25 -1.30
H -1.45 -1.24 -4.88 0.52
H -1.41 -1.44 -3.13 0.13
H -0.09 -2.08 -4.12 0.28
H -0.81 0.88 -3.83 0.49
H 1.60 -0.44 -5.19 0.21
H 1.29 1.29 -5.11 0.37
H 0.21 0.24 -6.01 0.48
H 2.76 1.07 -3.29 0.82
H 0.85 3.00 -1.89 -0.07
H 1.09 2.85 -3.61 0.39
H 2.38 3.52 -2.63 0.49
H 2.44 1.54 -0.29 0.11
H 3.84 2.08 -1.25 0.61
H 3.51 0.36 -1.05 0.29
H 2.77 -1.49 -3.75 0.16
H 4.44 -3.10 -4.26 0.37
H 3.70 -4.67 -3.99 0.35
H 5.04 -4.15 -2.97 0.42
H 3.37 -4.78 -1.10 0.46
H 1.78 -3.80 0.50 0.72
H -1.31 -4.46 0.39 0.50
H -1.47 -2.91 -0.45 0.07
H -2.73 -3.45 0.67 0.44
H -2.11 -3.77 3.11 0.53
H -2.08 -3.06 5.49 0.41
H -0.77 -2.04 6.10 0.42
H -0.48 -3.74 5.76 0.30
H 1.01 -1.27 4.62 0.43
H 2.53 -0.21 3.18 0.46
H 1.85 0.29 1.63 -0.02
H 2.85 -1.16 1.72 0.37
O 0.00 1.88 3.08 -0.68
C 0.30 2.46 2.06 -0.19
O 0.41 2.00 0.88 -1.01
C 0.69 3.98 2.14 -0.04
N 0.96 4.42 0.75 0.24
C 2.37 4.84 0.65 -0.45
C 3.04 4.05 1.77 -0.31
C 2.01 4.13 2.89 -1.01
H -0.14 4.52 2.60 0.57
H 0.28 5.10 0.40 0.43
H 0.77 3.51 0.23 -0.64
H 2.45 5.91 0.84 0.41
H 2.78 4.63 -0.34 0.21
H 4.00 4.47 2.06 0.54
H 3.19 3.02 1.46 -0.04
H 2.07 5.08 3.42 0.39
H 2.13 3.33 3.63 0.42
F -1.52 2.08 -1.49 -0.50
B -2.06 3.44 -1.44 0.20
F -3.38 3.35 -1.16 -0.33
F -1.76 4.03 -2.62 -0.33
F -1.36 4.06 -0.41 -0.40
```

[3]
ORCA calculation (ωB97M-V/def2-TZVPD) on 16 unconnected molecules or ions with the total composition C36H44Cl60N2O4PS in a non-equilibrium geometry.

The spin multiplicity is 1. The charge is +1. The frontier orbital gap comes out at 8.46 eV. Its electronic energy is -820670.920 eV.

XYZ file:
```
148
Properties=species:S:1:pos:R:3:mulliken_charge:R:1
C 0.18 5.99 -0.84 -0.59
C 1.14 5.56 0.29 -0.65
P 0.47 4.18 1.35 0.28
C 1.71 4.02 2.73 -1.10
C 0.61 2.54 0.44 -0.12
C 0.87 2.57 -1.10 -0.82
N 0.17 1.30 -1.51 0.77
C 0.21 0.89 -2.95 0.00
C 0.66 -0.54 -3.18 -1.14
C 2.12 -0.83 -2.75 -0.55
C 3.19 -0.38 -3.76 -1.16
C 3.63 1.09 -3.59 1.81
C 4.41 1.49 -4.88 -1.29
C 5.18 2.80 -4.66 0.11
C 4.22 4.02 -4.57 -0.61
O 4.92 5.12 -5.09 0.01
C 4.11 6.29 -5.05 -0.87
C -1.06 1.19 -0.71 -0.05
C -2.12 2.31 -0.79 -0.48
C -2.34 2.90 -2.20 -0.97
O -1.68 3.83 -2.49 -0.46
N -3.27 2.45 -3.11 0.12
C -2.71 2.33 -4.47 -0.91
C -3.99 1.25 -2.68 -1.06
C -0.45 1.39 0.73 -1.63
C -1.42 1.57 1.94 -1.22
S -0.57 0.85 3.40 1.25
O -1.03 -0.48 3.63 -0.56
O -0.69 1.75 4.50 -0.44
H 0.52 5.70 -1.84 0.26
H 0.11 7.10 -0.87 0.08
H -0.83 5.61 -0.70 0.12
H 2.13 5.33 -0.12 0.45
H 1.26 6.42 0.95 0.55
H 2.71 3.82 2.31 0.32
H 1.75 4.92 3.35 0.46
H 1.45 3.14 3.32 0.21
H 1.56 2.12 0.82 0.68
H 1.92 2.39 -1.37 0.49
H 0.62 3.48 -1.65 0.20
H 0.77 0.61 -1.05 -0.18
H 0.80 1.63 -3.49 0.78
H -0.81 0.99 -3.34 -0.53
H 0.60 -0.71 -4.26 0.46
H 0.01 -1.29 -2.74 0.46
H 2.20 -1.91 -2.59 0.41
H 2.36 -0.37 -1.78 0.22
H 4.09 -0.98 -3.54 0.44
H 2.93 -0.63 -4.79 0.38
H 2.79 1.79 -3.50 -0.66
H 4.26 1.22 -2.71 -0.53
H 3.73 1.50 -5.74 0.46
H 5.15 0.69 -5.02 0.37
H 5.85 2.76 -3.80 0.16
H 5.80 2.96 -5.54 0.01
H 3.30 3.79 -5.12 0.31
H 4.00 4.16 -3.50 0.21
H 3.58 6.34 -4.09 0.28
H 3.42 6.34 -5.90 0.29
H 4.78 7.14 -5.14 0.31
H -1.49 0.18 -0.66 0.68
H -1.91 3.15 -0.14 0.42
H -3.05 1.88 -0.40 0.83
H -1.63 2.43 -4.50 0.31
H -3.05 1.39 -4.92 0.36
H -3.11 3.15 -5.08 0.32
H -4.80 1.09 -3.41 0.41
H -3.34 0.36 -2.75 0.28
H -4.47 1.34 -1.71 0.42
H 0.18 0.54 1.02 1.04
H -2.31 0.96 1.76 0.60
H -1.64 2.63 2.08 0.43
H 0.77 0.72 3.09 -0.04
C -4.92 -6.16 -0.33 0.10
Cl -3.90 -4.88 -0.98 -0.09
Cl -3.90 -7.32 0.51 -0.08
Cl -6.06 -5.47 0.81 0.02
Cl -5.80 -6.95 -1.65 0.04
C -6.73 -2.36 3.27 0.32
Cl -5.39 -2.70 4.37 -0.05
Cl -7.50 -3.89 2.82 -0.12
Cl -7.91 -1.33 4.07 -0.08
Cl -6.08 -1.50 1.83 -0.11
C -7.05 2.97 3.67 0.22
Cl -6.44 4.34 2.75 -0.11
Cl -6.42 1.44 3.03 0.09
Cl -6.53 3.05 5.35 -0.07
Cl -8.82 2.95 3.60 -0.10
C 0.92 10.28 -2.47 0.32
Cl 1.61 11.89 -2.72 -0.09
Cl 1.70 9.13 -3.57 -0.05
Cl 1.20 9.78 -0.80 -0.11
Cl -0.82 10.33 -2.79 -0.09
C -2.57 4.14 6.15 0.21
Cl -2.54 2.42 6.54 -0.08
Cl -1.01 4.61 5.46 -0.06
Cl -3.87 4.38 4.98 -0.04
Cl -2.89 5.12 7.59 -0.10
C -1.27 -5.53 3.49 0.22
Cl -1.98 -6.95 4.26 -0.06
Cl -1.38 -4.14 4.61 -0.08
Cl 0.41 -5.87 3.09 -0.08
Cl -2.16 -5.13 2.01 0.05
C 6.38 0.89 -0.37 0.21
Cl 7.12 2.44 0.01 -0.09
Cl 6.63 0.52 -2.09 -0.06
Cl 7.11 -0.37 0.62 -0.08
Cl 4.63 0.97 -0.03 0.01
C 8.08 5.61 -6.66 0.32
Cl 7.41 7.25 -6.60 -0.11
Cl 8.52 5.09 -5.03 -0.10
Cl 6.87 4.51 -7.33 -0.08
Cl 9.52 5.60 -7.69 -0.09
C 2.93 5.38 -9.47 0.20
Cl 3.17 4.73 -11.10 -0.10
Cl 2.63 7.11 -9.56 -0.09
Cl 1.54 4.57 -8.72 -0.11
Cl 4.38 5.08 -8.50 0.05
C 2.77 -2.11 3.76 0.13
Cl 2.91 -0.59 4.66 -0.10
Cl 1.22 -2.87 4.14 0.11
Cl 2.86 -1.77 2.02 -0.06
Cl 4.09 -3.19 4.22 -0.10
C -6.83 -9.38 -4.73 0.35
Cl -7.58 -8.11 -3.75 -0.10
Cl -5.71 -10.31 -3.74 -0.05
Cl -8.09 -10.45 -5.36 -0.09
Cl -5.95 -8.64 -6.08 -0.10
C -0.11 -9.12 7.62 0.29
Cl 0.16 -7.92 6.35 -0.07
Cl 0.71 -10.63 7.18 -0.08
Cl 0.55 -8.51 9.14 -0.05
Cl -1.84 -9.42 7.79 -0.07
C -1.05 -11.50 12.00 0.33
Cl -0.46 -11.16 10.37 -0.02
Cl -1.09 -10.00 12.93 -0.11
Cl -2.68 -12.19 11.91 -0.10
Cl 0.03 -12.66 12.79 -0.10
C 4.22 -6.05 10.13 0.32
Cl 5.20 -5.77 8.69 -0.10
Cl 5.05 -7.20 11.19 -0.10
Cl 3.99 -4.52 11.00 -0.10
Cl 2.65 -6.71 9.66 -0.03
C -6.65 -11.71 0.04 0.24
Cl -7.55 -12.42 -1.31 -0.08
Cl -6.07 -10.10 -0.42 0.05
Cl -7.70 -11.59 1.45 -0.10
Cl -5.26 -12.74 0.42 -0.10
```